[1]
20
Properties=species:S:1:pos:R:3:lowdin_charge:R:1 method="wB97M-V/def2-TZVPD" gap_ev=9.38 total_charge=+1 total_energy_ev=-12786.349 homo_ev=-13.56
C -0.12 -2.65 -1.76 -0.350
C -0.58 0.89 0.01 -0.186
C 0.32 0.07 0.86 -0.170
C -1.63 1.80 0.57 -0.011
C 1.70 -0.31 0.44 -0.022
N -2.55 -1.92 0.79 0.374
N -1.73 -1.20 0.55 -0.009
N -0.38 -3.75 -1.37 0.195
N -0.09 -1.43 -1.82 0.131
N -0.79 -0.57 0.10 -0.025
H -0.21 1.15 -0.98 0.158
H 0.16 0.10 1.93 0.167
H -1.96 1.49 1.56 0.093
H -2.49 1.87 -0.09 0.096
H -1.20 2.80 0.66 0.103
H 1.94 -1.32 0.79 0.096
H 2.40 0.38 0.90 0.101
H 1.82 -0.28 -0.64 0.076
H 0.14 -4.60 -1.34 0.085
H -0.17 -0.93 -2.69 0.099



[2]
22
Properties=species:S:1:pos:R:3:lowdin_charge:R:1 method="wB97M-V/def2-TZVPD" gap_ev="7.98 / 5.90" total_charge=+1 total_energy_ev=-15766.571 homo_ev="-12.16 / -12.23"
C 0.99 0.72 0.12 -0.122
C 2.14 -0.08 0.17 -0.286
C 0.53 -1.47 -0.04 -0.282
C 0.61 2.07 -0.24 -0.195
C -1.85 0.56 1.15 -0.005
N 1.85 -1.41 0.13 0.193
N -0.57 2.46 -0.47 0.223
N -0.05 -0.19 -0.13 0.009
N 3.44 0.30 0.11 0.223
N -0.36 -2.53 -0.13 0.194
N -2.23 -0.39 -0.99 0.116
N -1.32 0.20 -0.14 -0.254
H 1.39 2.78 0.11 0.142
H -0.95 0.80 1.67 0.092
H -2.60 1.41 1.11 0.125
H -2.47 -0.30 1.46 0.109
H 3.79 1.20 0.08 0.092
H 4.07 -0.37 -0.28 0.123
H 0.02 -3.47 -0.14 0.127
H -1.13 -2.35 -0.80 0.101
H -2.13 0.13 -1.92 0.156
H -3.18 -0.07 -0.82 0.120



[3]
17
Properties=species:S:1:pos:R:3:lowdin_charge:R:1 method="wB97M-V/def2-TZVPD" gap_ev=6.23 total_charge=-1 total_energy_ev=-8882.392 homo_ev=-2.46
C 1.43 0.82 -2.06 -0.020
C 1.10 0.18 -0.92 -0.436
N 2.06 -0.52 -0.14 0.007
C -0.40 0.29 -0.46 -0.224
C -0.43 -0.13 0.98 -0.253
C -1.98 -0.50 1.45 -0.586
O -2.36 -0.46 2.69 -0.342
H 2.48 1.09 -2.23 0.033
H 0.71 1.57 -2.58 0.076
H 1.83 -1.55 -0.36 0.124
H 1.84 -0.29 0.83 0.055
H -1.10 -0.30 -1.09 0.108
H -0.76 1.35 -0.68 0.117
H 0.33 -0.94 1.14 0.073
H -0.04 0.62 1.72 0.108
H -2.58 0.31 0.74 0.089
H -2.12 -1.53 0.97 0.070



[4]
17
Properties=species:S:1:pos:R:3:lowdin_charge:R:1 method="wB97M-V/def2-TZVPD" gap_ev=6.46 total_charge=-1 total_energy_ev=-8883.140 homo_ev=-2.56
N 0.87 2.73 1.29 -0.054
C 1.75 1.60 0.79 -0.634
O 1.31 1.12 -0.36 -0.341
H 0.51 3.15 0.45 0.027
H 1.41 3.42 1.81 0.012
H 2.82 1.96 0.73 0.060
H 1.74 0.86 1.64 0.061
C -1.00 -0.57 0.95 0.007
C -0.76 -0.88 -0.32 -0.201
C -1.31 -2.09 -0.95 -0.218
C -1.14 -2.39 -2.23 -0.031
H -1.57 -1.22 1.60 0.042
H -0.58 0.35 1.34 0.033
H -0.11 -0.24 -0.92 0.069
H -1.95 -2.71 -0.32 0.086
H -1.49 -3.34 -2.64 0.031
H -0.52 -1.76 -2.86 0.051



[5]
17
Properties=species:S:1:pos:R:3:lowdin_spin:R:1 method="wB97M-V/def2-TZVPD" multiplicity=2 gap_ev="2.97 / 6.76" s_squared=0.751 total_charge=-2 total_energy_ev=-8878.825 homo_ev="3.93 / 0.15"
C 2.41 0.13 -0.29 0.005
O 3.70 0.16 0.17 0.002
C 1.18 0.30 0.58 0.009
C -0.08 0.53 -0.34 0.030
C -1.38 -0.13 0.07 0.098
C -2.57 0.54 -0.34 0.404
N -1.33 -1.27 0.85 0.074
H 2.27 0.89 -1.12 0.001
H 2.19 -0.84 -0.79 0.002
H 1.07 -0.71 1.02 0.004
H 1.21 0.95 1.48 0.003
H 0.12 -0.07 -1.29 0.012
H -0.23 1.63 -0.58 0.012
H -3.53 -0.08 -0.51 0.135
H -2.57 1.54 -0.57 0.058
H -0.40 -1.61 0.94 0.025
H -2.08 -1.96 0.71 0.127



[6]
17
Properties=species:S:1:pos:R:3:lowdin_spin:R:1 method="wB97M-V/def2-TZVPD" multiplicity=2 gap_ev="2.89 / 6.87" s_squared=0.751 total_charge=-2 total_energy_ev=-8878.445 homo_ev="4.16 / 0.08"
C 0.20 -0.92 0.46 0.014
C -1.09 -0.71 -0.40 0.047
C -0.89 0.41 -1.40 0.101
C -0.21 0.21 -2.54 0.488
N 0.86 0.42 0.57 0.005
C 0.72 0.83 2.05 0.005
O 1.36 0.06 2.89 0.003
H 0.80 -1.59 -0.05 0.014
H -0.03 -1.40 1.43 0.001
H -1.83 -0.33 0.39 0.006
H -1.44 -1.58 -1.03 0.043
H -1.35 1.30 -1.07 0.023
H -0.12 0.87 -3.33 0.147
H 0.45 -0.66 -2.62 0.097
H 1.83 0.45 0.37 0.006
H 1.05 1.88 2.01 0.001
H -0.31 0.77 2.27 0.001



[7]
17
Properties=species:S:1:pos:R:3:lowdin_charge:R:1 method="wB97M-V/def2-TZVPD" gap_ev=8.28 total_charge=+1 total_energy_ev=-8873.694 homo_ev=-12.17
C -0.20 -0.40 0.00 -0.245
C 2.29 -0.37 0.68 -0.104
C -0.12 -1.92 -0.06 -0.017
C 1.06 1.68 0.76 -0.039
C 0.95 0.20 0.40 -0.239
N -1.49 0.34 -0.28 0.241
O 3.01 -0.67 -0.24 0.155
H -1.02 -2.29 0.46 0.095
H -0.13 -2.11 -1.13 0.089
H 0.77 -2.27 0.47 0.093
H 1.00 2.37 -0.10 0.105
H 0.31 2.14 1.39 0.091
H 2.04 1.87 1.06 0.061
H -1.11 1.27 -0.55 0.173
H -2.16 0.45 0.55 0.207
H -2.04 -0.12 -1.01 0.171
H 2.62 -0.64 -1.15 0.166



[8]
17
Properties=species:S:1:pos:R:3:lowdin_charge:R:1 method="wB97M-V/def2-TZVPD" gap_ev=11.86 total_charge=+1 total_energy_ev=-8873.203 homo_ev=-15.66
C -2.70 1.23 1.97 0.057
O -1.54 0.37 1.93 -0.003
N -0.79 0.25 0.90 0.180
C -0.12 0.25 -0.05 0.108
C 0.78 -0.07 -1.02 -0.393
C 0.59 -1.57 -1.37 -0.041
C 2.26 0.16 -0.62 -0.024
H -3.33 0.80 1.19 0.117
H -2.55 2.31 1.87 0.118
H -2.98 1.10 2.92 0.062
H 0.59 0.41 -1.91 0.131
H 0.71 -2.16 -0.38 0.128
H -0.37 -1.71 -2.00 0.123
H 1.48 -1.88 -2.00 0.110
H 2.82 -0.86 -0.43 0.127
H 2.73 0.72 -1.42 0.087
H 2.39 0.64 0.42 0.114



Short version: relative energy (zero: lowest compared OMol25 entry of this formula, charge and spin) = 420.5 592.6 166.5 94.3 93.1 129.7 471.4 518.8 kJ/mol, in the order given.